The following is a DFT calculation (the ωB97M-V functional and the def2-TZVPD basis) of a 3-piece molecular cluster, C22H50N2O2 overall.

```
76
C22H50N2O2 (the ωB97M-V functional and the def2-TZVPD basis)
O -1.6577 2.7541 3.4969
O -1.8301 1.8546 5.5344
N 4.0018 0.0374 -5.9911
N -0.0969 0.2230 -0.6232
C -5.5213 -0.5447 6.2851
C 4.2496 1.1542 -5.0945
C 5.7035 1.5803 -4.8539
C -3.6776 -2.1382 4.0882
C -6.2187 -1.8977 6.3914
C -0.5039 1.5628 -0.2332
C 1.3482 0.9396 -2.6063
C -2.9311 2.8359 2.8568
C -2.4502 -1.3398 4.5074
C -5.7449 -2.9801 5.4116
C 5.4511 0.5610 -8.0347
C -0.8205 0.4979 3.8477
C 0.7901 -0.4081 0.3370
C 2.1764 0.2070 0.5635
C -1.6889 2.0818 -1.0318
C -1.8634 -0.5246 3.3613
C 4.2662 -1.6664 -4.2099
C 4.0697 0.3265 -7.4128
C 4.6295 -1.2180 -5.6177
C -1.4920 1.7273 4.3988
C 0.2450 0.0474 -2.0260
C -4.2300 -3.0709 5.1832
H 1.3277 0.8878 -3.6967
H -1.6852 -2.0330 4.8748
H -4.4797 -0.6018 6.6002
H 2.6243 -0.2201 1.4630
H 2.1218 1.2873 0.7053
H -0.1415 0.7857 3.0447
H -1.4360 2.2507 -2.0791
H -0.2347 0.0548 4.6556
H -3.7324 2.6069 3.5632
H -7.2921 -1.7476 6.2448
H 4.6615 -2.6662 -4.0263
H 3.5947 -0.5118 -7.9317
H 3.1824 -1.6939 -4.0839
H 5.7567 2.2209 -3.9716
H 0.3138 2.2986 -0.2908
H -0.6630 0.1928 -2.6161
H 3.4383 1.1989 -7.6026
H 4.6832 -1.0066 -3.4477
H 5.7272 -1.1984 -5.7117
H -0.7846 1.5105 0.8242
H 5.3696 0.5504 -9.1233
H -3.0426 3.8622 2.5159
H -2.5199 1.3755 -0.9908
H 3.8000 0.9086 -4.1313
H -6.1063 -2.2725 7.4130
H 6.3497 0.7198 -4.6718
H 0.5176 -1.0025 -2.1604
H 4.2773 -1.9702 -6.3292
H -6.0943 -3.9445 5.7894
H -2.7027 -0.6715 5.3345
H -3.7045 -2.8775 6.1259
H 1.2131 1.9854 -2.3247
H 6.1182 2.1394 -5.6914
H 3.6794 2.0070 -5.4728
H 0.9079 -1.4577 0.0526
H 6.1591 -0.2191 -7.7512
H -3.9943 -4.1034 4.9176
H -3.4097 -2.7337 3.2091
H -2.9827 2.1637 1.9961
H -2.0226 3.0356 -0.6201
H -1.3878 -1.1897 2.6366
H -4.4627 -1.4515 3.7571
H 2.3420 0.6303 -2.2835
H -5.5468 -0.1509 5.2663
H -6.2436 -2.8407 4.4458
H -6.0105 0.1887 6.9274
H -2.6761 -0.0121 2.8373
H 0.2595 -0.4162 1.2931
H 5.8732 1.5230 -7.7472
H 2.8544 0.0068 -0.2657
```

As for the total charge: 0. For the LUMO energy, the calculation gives 0.77 eV. For the molar mass, the calculation gives 374.654 g/mol. As for the structure (SMILES): CCCCCCCCC(=O)OC.CCN(CC)CC.CCN(CC)CC. For the HOMO energy, the calculation gives -0.300 Eh.

=====

The following is a DFT calculation (the ωB97M-V functional and the def2-TZVPD basis) of C22H50N3OP3V as an isolated structure at a distorted geometry.

```
80
C22H50N3OP3V (the ωB97M-V functional and the def2-TZVPD basis)
V 0.5042 -0.3005 0.6992
P -0.3066 -2.3585 -0.1661
P 1.9865 1.6649 -0.0831
P 2.1971 -1.2195 2.0139
O -0.9866 0.7667 -1.4935
N -0.5814 0.9643 1.9340
N -1.9028 1.7173 3.6544
N -1.8219 -0.6237 3.1972
C 1.2664 2.8569 -1.2540
C -1.3956 0.6964 2.9250
C -1.1328 -3.3408 1.1406
C 0.8727 -3.5318 -0.9266
C -1.4333 -1.2480 4.4657
C -0.8297 0.5853 -2.7535
C -1.2589 1.2802 -8.8189
C -1.8948 0.8474 -3.7000
C -3.2195 -0.9079 2.8383
C 3.6536 1.4344 -0.7697
C 2.2821 2.8333 1.2977
C -1.6506 -2.3248 -1.4005
C -2.3240 1.5827 5.0392
C -1.7272 0.6397 -5.0577
C 3.6477 -2.0481 1.2635
C -2.3968 1.9199 -8.5043
C -0.4993 0.1867 -5.5625
C 1.6262 -2.4801 3.2125
C 3.0019 -0.0218 3.1470
C 0.5516 -0.0892 -4.6867
C 0.4007 0.0916 -3.3209
C -1.8199 3.0866 3.1558
H 1.6061 -2.0578 4.2260
H 3.6466 0.6751 2.5968
H -3.3508 -0.7674 1.7546
H -3.9326 -0.2534 3.3762
H 4.3190 0.9915 -0.0166
H -0.4408 -0.8931 4.7771
H 2.2669 2.3639 2.2881
H 1.8204 3.7988 -1.1337
H -2.2349 -3.2530 -1.3448
H -2.6624 3.6397 3.5799
H -1.5183 -2.6640 1.9200
H -3.3489 1.3872 -8.4233
H 0.3199 -4.3160 -1.4633
H -2.6001 2.5843 5.3783
H -2.2997 -1.4667 -1.1904
H -2.1628 -1.0584 5.2732
H -3.1981 0.9226 5.1368
H 0.6179 -2.8288 2.9643
H 3.2649 3.2952 1.1214
H 4.1708 -1.3647 0.5835
H -1.9780 -3.8809 0.6903
H 2.2455 0.5611 3.6893
H -1.5040 1.2113 5.6776
H -0.3681 0.0596 -6.6406
H -2.5584 0.8313 -5.7456
H -0.4162 1.9703 1.8536
H 1.5124 -2.9992 -1.6420
H -2.8346 1.2086 -3.2849
H 0.2054 3.0078 -1.0209
H 3.5915 0.7798 -1.6495
H 4.0120 2.4312 -1.0670
H -0.4403 -4.0676 1.5807
H -1.2338 -2.2086 -2.4079
H 1.3636 2.4925 -2.2819
H 1.5096 3.6167 1.2552
H -0.8897 3.5809 3.4695
H -3.4476 -1.9520 3.0883
H -1.2433 0.2029 -9.0101
H -0.3155 1.8219 -8.9368
H -2.4195 3.0040 -8.3592
H 2.2990 -3.3489 3.2047
H 3.3353 -2.9311 0.6922
H 1.5052 -0.4660 -5.0663
H 1.2073 -0.1458 -2.6325
H 4.3463 -2.3670 2.0514
H -1.3794 -2.3340 4.3095
H 1.5061 -3.9966 -0.1613
H 1.6028 -0.0314 -0.4983
H 3.6172 -0.5572 3.8853
H -1.9232 3.1120 2.0675
```

As for the total charge: +3. The value obtained for the energy above the lowest of the compared OMol25 structures with the same formula, charge and spin is 0.0 kJ/mol. The expectation value of S² is 2.216. For the LUMO energy (spin up / spin down), the calculation gives -10.69 / -9.97 eV. The spin multiplicity is 3. For the molar mass, the calculation gives 516.528 g/mol. For the HOMO energy (spin up / spin down), the calculation gives -0.561 / -0.561 Eh.

=====

The following is a DFT calculation (the ωB97M-V functional and the def2-TZVPD basis) of a 3-piece molecular cluster, C22H50NO13P2S2 overall at a distorted geometry.

```
90
C22H50NO13P2S2 (the ωB97M-V functional and the def2-TZVPD basis)
S 3.7064 0.7192 3.4183
S 1.4039 -0.4329 4.7604
P -2.1285 -3.2528 -4.9670
P -0.6762 6.4199 -2.3035
O -1.1868 -2.6080 -6.2670
O 3.3902 2.2415 3.5023
O 1.7705 0.8123 5.6588
O -0.9156 7.8797 -1.5740
O 1.0324 6.6406 -2.1467
O 6.1062 -2.0568 5.3753
O -0.6706 5.2981 -1.2574
O -0.1315 -0.2496 4.4474
O -1.6192 -2.1721 -4.0050
O -2.3850 6.1992 -2.4603
O 4.5448 0.5412 2.0926
O -3.4997 -2.7406 -5.7272
O -3.0702 -3.8979 -3.6669
N 2.2988 -0.3032 3.2665
C 1.6442 6.4201 -0.8868
C -1.1159 0.4193 1.0323
C -1.8339 7.9912 -0.5026
C -0.0676 -3.4684 4.3979
C -0.1008 -0.5884 0.2305
C 4.7863 0.0664 4.8025
C -2.3995 0.9515 0.1626
C 5.5807 -1.3308 4.3522
C -2.7833 2.4525 0.7898
C 1.4236 -3.3843 5.0739
C -2.9160 6.7794 -3.6367
C 0.9724 -4.2966 1.9711
C 2.4366 -1.9197 -1.0383
C -0.0943 -3.3305 2.7607
C 1.7865 -1.9528 5.7860
C 2.0871 -3.4133 -0.4018
C 2.2193 -3.4638 1.2478
C -0.9596 -1.2097 -6.3274
C -3.5168 -5.2194 -3.9046
C -4.4725 -2.0054 -5.0085
C 1.2386 -1.2952 -1.9677
C 0.4087 -0.0460 -1.2303
H 5.6177 0.8623 5.0267
H -0.8608 -2.7212 4.8775
H 2.3060 -3.6900 4.3472
H -2.6585 -5.8954 -3.9452
H -2.7640 2.3055 1.9629
H 1.0763 0.9129 -1.1301
H -0.6435 -0.9567 -7.3427
H -1.1791 -3.6837 2.4093
H 3.3967 -2.0286 -1.7108
H 0.4488 -4.9376 1.1275
H 1.4407 -4.2055 5.9402
H -3.7965 2.8739 0.3833
H 1.4689 -5.0437 2.7411
H -1.8658 -0.6460 -6.0930
H -1.5677 -0.2173 1.9354
H 2.9053 -4.1487 -0.8212
H -4.0740 -5.2712 -4.8436
H 2.1197 -2.3586 1.6197
H -3.3133 0.2068 0.3491
H 0.9867 -3.7422 -0.7267
H 1.7961 5.3479 -0.7323
H 3.2879 -3.8381 1.6167
H 2.9684 -1.9548 5.9510
H -4.0450 -1.4753 -4.1536
H -0.4895 0.1930 -1.9777
H -4.0040 6.6762 -3.6201
H -0.1514 -0.9367 -5.6428
H -4.1733 -5.5221 -3.0848
H -0.5549 1.3290 1.5635
H -0.4927 -4.5548 4.6438
H 2.7353 -1.1667 -0.1666
H 0.4440 -2.1180 -2.2438
H -2.7947 8.3416 -0.8846
H -1.8491 3.1365 0.5334
H -4.9227 -1.2725 -5.6830
H -2.1909 1.1179 -0.9767
H -0.5245 -1.7003 0.1341
H -2.5197 6.2603 -4.5135
H 4.2028 -0.1238 5.8015
H -2.6606 7.8410 -3.6878
H 1.0500 6.8430 -0.0732
H 1.3175 -1.7897 6.8468
H 2.6244 6.9038 -0.8915
H -1.9746 7.0440 0.0244
H -1.4527 8.7308 0.2063
H 5.7089 -1.6876 3.2428
H 0.0357 -2.1724 2.5254
H 1.6790 -0.8814 -2.9702
H -5.2553 -2.6831 -4.6622
H 0.8684 -0.6969 0.9191
```

As for the total charge: -1. For the LUMO energy, the calculation gives -1.67 eV. For the molar mass, the calculation gives 662.718 g/mol. For the HOMO energy, the calculation gives -0.220 Eh.

=====

The following is a DFT calculation (the ωB97M-V functional and the def2-TZVPD basis) of C22H51BCdF6N7O12S6 as an isolated structure at a distorted geometry.

```
106
C22H51BCdF6N7O12S6 (the ωB97M-V functional and the def2-TZVPD basis)
Cd 2.8629 2.0780 0.3347
S 5.4111 -0.2252 0.2281
S 0.7636 4.1851 -1.3290
S 2.9654 2.6224 3.7766
S 6.2193 2.1053 0.3602
S 3.1524 4.6010 2.3781
S 2.4366 2.9218 -2.8148
F 4.0499 -0.9199 0.6287
F 3.0847 4.8652 0.7734
F 0.3177 4.0649 0.2015
F 3.9217 3.3275 -2.5345
F 5.6190 3.4832 -0.2556
F 2.3918 1.1457 3.5204
O 4.2878 2.4430 4.2222
O 1.9592 3.9110 -3.7050
O 5.7548 -0.7375 -1.0585
O 1.2447 5.4989 -1.4938
O 2.0063 3.1411 4.6859
O 2.5687 1.5803 -3.2964
O 2.0870 5.3926 2.8863
O -0.4335 3.7685 -1.9977
O 6.5426 2.5134 1.6724
O 6.3345 -0.5721 1.2481
O 4.4775 5.0200 2.6511
O 7.2393 1.8140 -0.5783
N 2.8750 3.0656 2.1593
N 4.8174 1.3398 0.1385
N 1.9425 3.0786 -1.2463
N -1.7299 1.9265 2.6324
N 1.6078 -1.5077 -3.2515
N -0.1146 -0.2715 -3.6672
N -1.9936 -3.7183 -0.6549
C -1.9310 -3.4778 -3.0935
C -1.1498 0.7556 -3.5449
C -0.6769 -4.2270 -1.2655
C -2.1171 1.6678 1.2241
C -1.1847 3.3024 2.8877
C -2.8579 -4.9243 -0.3119
C -1.7122 -2.9047 0.5460
C 0.8226 -0.5596 -2.7799
C -2.4406 4.2012 2.9024
C -4.2167 -4.5666 0.2693
C -2.5959 -2.9366 -1.8235
C 2.8627 -1.9892 -2.6642
C -0.9798 1.8940 -4.5383
C -1.1023 -0.5258 3.0827
C 0.1314 -1.0204 -4.7988
C -3.5928 3.2914 3.3891
C -0.7142 0.9258 3.1550
C -2.9241 1.9199 3.5516
C -4.9912 -5.8527 0.6241
C 1.1764 -1.8278 -4.5344
C -1.0550 -4.6565 -2.6542
C 0.1191 -1.4124 3.3444
B 1.4326 0.4307 0.5491
H 0.1736 1.1159 2.5626
H 0.8716 -0.2071 -1.7567
H -4.8195 -4.0223 -0.4556
H -2.1693 4.8966 3.6947
H -4.0184 3.6072 4.3372
H -1.8421 2.5529 -4.4950
H -1.5623 -0.8267 2.1420
H -4.4043 3.1674 2.6738
H -2.5915 -2.3408 0.8452
H 3.1136 -1.2853 -1.8765
H -1.3750 -2.7068 -3.6216
H -3.5476 1.0662 3.2790
H 2.3017 0.2857 1.3118
H -4.0450 -4.0235 1.1977
H -2.1413 0.2974 -3.6047
H 1.9474 0.4878 -0.4987
H -2.2519 -5.4579 0.4211
H -1.1362 1.1235 -2.5157
H -5.9856 -5.5325 0.9232
H -0.0429 2.4074 -4.3441
H -1.2208 1.5374 0.6249
H -0.7124 3.3036 3.8659
H -1.3554 -3.5918 1.3080
H -0.9745 -2.1447 0.2839
H -0.2152 -4.6899 -3.3457
H -4.9971 -6.5591 -0.2033
H -0.0896 -2.4543 3.5959
H -2.9868 -5.4993 -1.2238
H -4.5194 -6.3333 1.4816
H 2.7065 -2.9894 -2.2546
H -2.6176 1.6811 4.5690
H -2.7018 -3.8751 -3.7540
H 0.8314 -1.3225 2.5281
H -0.4937 3.6316 2.1202
H -0.2463 -4.9354 -0.5615
H -2.8238 2.4327 0.9165
H -0.0578 -3.3278 -1.2958
H 0.7195 -0.5333 0.5353
H -1.8231 -0.7982 3.8619
H 0.8841 1.4402 0.7707
H 3.6680 -2.1189 -3.3806
H -1.5611 -5.6163 -2.6774
H -3.6777 -2.9764 -1.8530
H -2.6650 0.7271 1.2657
H -2.2842 -1.9170 -1.5930
H -0.5135 1.2549 4.1724
H 0.6057 -1.1008 4.2742
H -0.5082 -0.9603 -5.6617
H 1.7831 -2.4859 -5.1306
H -2.6526 4.6898 1.9582
H -0.9478 1.4777 -5.5478
```

As for the total charge: +1. The value obtained for the energy above the lowest of the compared OMol25 structures with the same formula, charge and spin is 0.0 kJ/mol. For the LUMO energy, the calculation gives -3.18 eV. For the molar mass, the calculation gives 1035.301 g/mol. For the HOMO energy, the calculation gives -0.425 Eh.

=====

The following is a DFT calculation (the ωB97M-V functional and the def2-TZVPD basis) of C22H51BCdN4O2Si2 as an isolated structure at a distorted geometry.

```
83
C22H51BCdN4O2Si2 (the ωB97M-V functional and the def2-TZVPD basis)
Cd 0.4734 1.3734 -0.4575
Si 3.7147 1.3810 -0.0404
Si 0.5247 1.5025 -4.9696
O -1.0923 -2.2820 -3.4897
O -2.4552 -0.5223 -4.9684
N -1.4552 2.0591 0.3021
N -0.4460 0.1025 2.5444
N -2.0698 1.8449 1.5274
N 0.2396 -0.1136 1.3672
C -2.4018 2.5422 -0.5484
C -3.4995 0.4412 -5.1828
C -2.2309 -1.4279 -6.0656
C 1.8126 2.7719 -4.4718
C -0.3539 0.8038 -3.4406
C 2.3984 0.6789 -1.1631
C 0.6694 -1.8104 2.7809
C -3.3700 2.1833 1.4280
C 3.0327 2.1752 1.5344
C 0.9396 -1.2644 1.5156
C -1.9324 -2.0428 -2.3484
C -3.1370 -2.9478 -2.3888
C -0.6956 2.2944 -6.1594
C 4.8968 0.0349 0.5424
C 4.6688 2.7092 -0.9723
C -0.2054 -0.9185 3.3966
C 0.5627 -3.4729 -2.0093
C -3.3793 -2.3768 -6.2786
C 0.2378 -2.7523 -3.3018
C 1.3576 0.0489 -5.8278
C -3.6258 2.6188 0.1271
C -4.6026 0.2853 -4.1617
B -1.3523 1.3480 2.8258
H 0.4207 -3.4154 -4.1573
H 1.3345 3.7455 -4.2979
H -1.3642 -2.1653 -1.4102
H -4.2754 -1.8511 -6.6251
H 3.8047 2.8433 1.9484
H -0.8941 1.5994 -2.9038
H -2.0390 -0.8416 -6.9795
H -3.7508 -2.7519 -3.2749
H 5.8426 0.4891 0.8726
H -5.1090 -0.6806 -4.2729
H -1.3130 -1.9622 -5.8011
H 2.4038 -0.4238 -1.0790
H 2.5377 2.8999 -5.2875
H 2.7966 1.4174 2.2951
H 4.0224 3.5694 -1.1971
H -1.1083 0.0196 -3.7731
H 1.6759 0.3302 -6.8416
H 0.3652 0.3021 -2.7734
H -3.7405 -2.7736 -1.4922
H 1.5064 -4.0035 -2.1573
H -0.1484 2.7906 -6.9736
H -2.1746 2.8132 -1.5769
H -3.0877 -3.0914 -7.0525
H 2.1256 2.7799 1.3818
H 0.6812 -0.8123 -5.9120
H -3.0304 1.4322 -5.0945
H -2.2544 -0.9930 -2.4141
H 2.2473 -0.2725 -5.2687
H 4.4800 -0.5318 1.3871
H -4.5601 2.9542 -0.2856
H 0.9116 -1.8916 -3.4318
H 0.7064 -2.7809 -1.1738
H 5.1256 -0.6746 -0.2640
H 2.5667 0.9151 -2.2257
H 1.6058 -1.6550 0.7530
H -2.2186 0.9923 3.6195
H -4.2291 0.3807 -3.1356
H -0.6695 -0.9443 4.3736
H 5.0541 2.3113 -1.9210
H 2.3709 2.5051 -3.5663
H -1.3713 1.5586 -6.6155
H -3.6022 -2.9227 -5.3564
H -5.3406 1.0741 -4.3326
H -4.0353 2.0981 2.2785
H -3.9065 0.3387 -6.2043
H 5.5225 3.0694 -0.3797
H -1.3142 3.0542 -5.6640
H -0.7313 2.2288 3.3686
H -2.8237 -3.9977 -2.3993
H -0.1937 -4.2153 -1.7464
H 1.0728 -2.7189 3.1874
```

As for the total charge: 0. The value obtained for the energy above the lowest of the compared OMol25 structures with the same formula, charge and spin is 0.0 kJ/mol. For the LUMO energy, the calculation gives 0.44 eV. For the molar mass, the calculation gives 583.072 g/mol. For the HOMO energy, the calculation gives -0.322 Eh.

=====

Q: Among the records above, which one has the highest total charge?
A: C22H50N3OP3V